8
Properties=species:S:1:pos:R:3:forces:R:3 method="wB97M-V/def2-TZVPD" charge=0 lumo_energy_ev="-0.53 / -3.01" s2=2.010 spin_multiplicity=3 homo_lumo_gap_ev="7.79 / 8.21"
S -1.0160 0.8864 -0.2901 0.5 -0.5 0.5
O -1.1547 -0.9140 -0.8575 -0.7 2.2 -2.5
O -0.2576 -1.1216 1.0359 0.9 -0.3 3.6
O 2.2773 -0.2991 0.8744 3.8 -2.5 1.6
O -1.2439 1.6076 -1.4948 0.0 -0.1 -0.3
N -0.7009 -1.7018 0.0792 -0.3 -1.3 -0.5
N 0.6270 1.1534 0.1086 -1.3 0.6 -0.9
C 1.4688 0.3891 0.5442 -3.0 1.9 -1.6

---

8
Properties=species:S:1:pos:R:3:forces:R:3 method="wB97M-V/def2-TZVPD" charge=0 lumo_energy_ev=-0.89 spin_multiplicity=1 smiles="O=C(Cl)/C=C/I" homo_lumo_gap_ev=8.66
I -3.1479 -0.3867 -0.0063 0.5 0.4 0.1
Cl 2.3525 -1.3287 0.1968 0.5 0.0 0.1
O 1.8880 1.2271 -0.2480 -0.5 -1.4 0.5
C -1.2727 0.4808 0.1627 5.9 -2.8 -1.0
C -0.0364 -0.2989 -0.2119 -4.2 5.2 2.3
C 1.4042 0.1400 -0.0948 -1.1 1.4 -0.5
H -1.1111 1.4601 0.6622 -0.5 -0.7 -0.7
H -0.0767 -1.2937 -0.4608 -0.7 -2.1 -0.8

---

79
Properties=species:S:1:pos:R:3:forces:R:3 method="wB97M-V/def2-TZVPD" charge=-2 lumo_energy_ev=3.30 spin_multiplicity=1 homo_lumo_gap_ev=6.27
I -3.3230 3.8008 -5.2453 0.0 0.1 -0.1
I -2.8491 2.5971 -2.4764 0.1 -0.2 0.3
Sn -2.4270 1.1763 -0.0794 0.0 0.3 -0.2
Br -8.2305 -2.1909 2.1467 0.0 0.0 0.0
Br -2.9603 -1.3838 4.2725 0.0 0.0 0.0
Br -7.3676 -0.2330 -0.4317 0.0 0.0 0.0
Br -5.9997 -2.7730 4.5334 0.0 0.0 0.0
As 0.0271 0.9207 1.3497 0.1 0.1 0.0
As 0.8441 1.1376 -2.1875 0.0 0.1 -0.1
As 4.0318 -1.0662 1.3203 0.0 -0.1 0.0
Cl -1.3117 4.3701 0.8326 0.0 -0.1 0.0
O 1.1754 -4.1002 -2.0384 -0.1 -0.1 0.1
O -1.9087 5.5101 0.2164 0.0 -0.1 0.0
O -4.5056 0.7192 -0.1197 -0.1 0.0 0.0
O -2.3682 3.4122 1.2254 0.1 -0.1 0.0
O 2.8998 -2.9898 -1.3557 0.1 0.0 0.1
O -2.7803 0.3240 1.7930 0.0 -0.1 0.0
O 0.9350 -2.1037 -1.2508 -0.2 0.1 0.3
O -0.4256 3.6813 -0.0859 -0.1 0.2 0.1
O -0.5800 4.7502 2.0143 -0.1 0.0 -0.1
N 1.6736 -3.0747 -1.5349 0.1 0.0 -0.4
N -2.1186 -0.9475 -0.8646 0.0 -0.1 -0.1
C -2.0644 -2.0250 -0.0743 -0.1 0.0 0.1
C 3.1440 0.0736 -0.0438 0.0 0.1 -0.1
C 1.7733 1.8226 1.2046 0.0 0.0 0.0
C 5.9058 -0.6564 0.8634 0.0 0.0 0.0
C 2.2950 2.0954 -1.2554 0.0 0.0 -0.1
C -1.9556 -3.3036 -0.5736 0.0 0.0 -0.1
C -1.8164 -4.8840 -2.5310 0.1 0.1 0.0
C -6.5068 -1.4197 2.0598 0.1 0.0 0.1
C -6.1642 -0.6068 0.9714 0.0 0.0 0.0
C 1.9473 -0.0074 -3.3349 0.0 -0.1 0.0
C -4.3070 -1.0784 2.9758 0.1 0.1 0.0
C -2.0618 -1.1298 -2.1896 0.0 0.0 0.0
C 0.6198 2.5772 -3.5025 0.0 0.0 0.0
C 4.0372 2.4094 0.4278 0.0 0.0 0.0
C -4.9039 -0.0284 0.8753 0.1 0.1 0.0
C 0.4764 -0.9157 1.8041 -0.1 -0.1 0.0
C -1.9616 -2.3797 -2.7570 0.0 -0.1 0.0
C 2.7970 1.5640 0.0924 0.0 -0.1 0.1
C -0.3510 1.5707 3.1425 0.0 0.0 0.1
C -1.9021 -3.5073 -1.9468 0.0 0.0 0.0
C 4.0661 -0.0760 3.0359 0.0 0.0 0.0
C -5.5775 -1.6632 3.0607 -0.1 0.0 0.0
C -3.9652 -0.2554 1.9172 0.0 0.0 0.1
H 6.5588 -1.1952 1.5520 0.0 0.0 0.0
H -2.8157 -5.2629 -2.7625 0.0 0.0 0.0
H 1.9224 3.1148 -1.1225 0.0 0.0 0.0
H 6.1081 -1.0124 -0.1470 0.0 0.0 0.0
H 4.4507 0.9389 2.9695 0.0 0.0 0.0
H 2.3916 -0.8097 -2.7495 0.0 0.0 0.0
H 1.5067 2.8816 1.2213 0.0 0.0 0.0
H -2.1221 -0.2339 -2.7956 0.0 0.0 0.0
H -1.2216 -4.8635 -3.4418 0.0 0.0 0.0
H 3.7759 3.4704 0.4247 0.0 0.0 0.0
H 2.2292 1.5869 2.1676 0.0 0.0 0.0
H 1.2454 -0.9095 2.5775 0.0 0.0 0.0
H 3.8099 -0.0579 -0.9044 0.0 0.0 0.0
H -1.9180 -2.4719 -3.8343 0.0 0.0 0.0
H 6.1298 0.4085 0.9191 0.0 0.0 0.0
H -0.4195 -1.3772 2.2173 0.0 0.0 0.1
H 4.4497 2.1682 1.4047 0.0 0.0 0.1
H 4.8163 2.2489 -0.3217 0.0 0.0 0.0
H 1.3052 -0.4563 -4.0942 0.0 0.0 0.0
H 0.5444 1.4273 3.7519 0.0 0.0 0.0
H -1.1816 1.0003 3.5482 0.0 0.0 0.0
H 3.1351 2.1425 -1.9573 0.0 0.0 0.0
H 2.2493 -0.4878 -0.3217 0.0 0.0 0.0
H 0.1665 3.4410 -3.0183 0.0 0.0 0.0
H -1.9033 -4.1418 0.1085 0.0 0.0 0.0
H 0.8052 -1.4801 0.9328 0.0 0.0 0.0
H -1.3270 -5.5595 -1.8330 0.0 0.0 0.0
H 1.5966 2.8515 -3.9080 0.0 0.0 0.0
H -2.1312 -1.8405 0.9896 0.0 0.0 0.0
H 4.7275 -0.6504 3.6884 0.0 0.0 0.0
H -0.6081 2.6264 3.1148 0.0 0.0 0.0
H 2.7236 0.5850 -3.8246 0.0 0.0 0.0
H 3.0824 -0.0548 3.5030 0.0 0.0 0.0
H -0.0376 2.2601 -4.3115 0.0 0.0 0.0

---

16
Properties=species:S:1:pos:R:3:forces:R:3 method="wB97M-V/def2-TZVPD" charge=0 lumo_energy_ev=0.62 spin_multiplicity=1 smiles="C[C@@H](O)CNC=O" homo_lumo_gap_ev=10.54
O 0.7347 -1.0825 1.0799 -0.1 -0.2 -0.1
O -1.3294 -2.2019 -0.2336 -0.2 0.5 -0.2
N -1.5221 0.0331 -0.8102 -0.1 -0.1 0.0
C -1.8756 -1.2709 -0.8115 0.1 -0.2 0.1
C 0.8361 -0.0450 0.1409 0.1 0.3 -0.2
C -0.4870 0.7175 -0.0287 0.1 0.1 0.1
C 1.9257 0.8768 0.6684 0.0 0.1 0.0
H 2.8140 0.2697 0.8647 -0.1 0.1 0.0
H -2.7634 -1.4440 -1.4445 0.1 0.0 0.1
H 1.1359 -0.4205 -0.8529 -0.1 -0.1 0.1
H -2.1583 0.6389 -1.3086 0.1 -0.1 0.0
H 1.6115 1.3241 1.6174 0.0 0.0 -0.1
H -0.2982 1.6552 -0.5646 0.1 -0.1 0.1
H 2.1867 1.6754 -0.0330 -0.1 -0.1 0.0
H 0.0533 -1.6957 0.7445 0.0 0.0 0.1
H -0.8641 0.9699 0.9719 0.0 -0.1 -0.1

---

8
Properties=species:S:1:pos:R:3:forces:R:3 method="wB97M-V/def2-TZVPD" charge=0 lumo_energy_ev="-1.76 / -1.93" spin_multiplicity=1 smiles="O=[N+]([O-])/C=C(/Cl)Br" homo_lumo_gap_ev="7.87 / 7.42"
Br -2.4524 0.2070 -0.0106 -0.3 -0.5 0.0
Cl -1.1682 -2.5620 -0.0191 0.0 -0.4 0.0
O 1.9886 1.4313 -0.0243 0.2 0.3 0.0
O -0.1299 1.8979 0.0529 0.0 0.3 0.0
N 0.8056 1.1136 0.0164 0.3 0.8 0.0
C -1.0046 -0.9131 -0.0274 6.9 4.2 0.4
C 0.5804 -0.2331 0.0256 -7.4 -4.8 -0.3
H 1.3805 -0.9416 -0.0134 0.3 0.0 0.0

---

Table of strongest force on any atom (eV/A), in record order: 4.8, 7.0, 0.4, 0.6, 8.8
Table of ΔE to the lowest compared entry with this formula, charge and spin (kcal/mol), in record order: 9.0, 18.3, 55.0, 17.8, 94.2